A cluster of 14 separate species, C98H216N12O14 in total in a non-equilibrium geometry, computed with wB97M-V/def2-TZVPD.

Geometry as XYZ:
```
340
Properties=species:S:1:pos:R:3:forces:R:3:lowdin_charge:R:1
C 0.0402 -7.4487 -5.5965 -0.669 0.581 0.277 -0.033
C 0.6093 -7.4824 -4.1638 -1.220 0.546 0.536 -0.488
C 2.0708 -7.9413 -4.1302 -0.918 0.809 -0.926 -0.124
C 2.9604 -6.8229 -4.7202 0.867 -2.483 -1.173 -0.177
C 2.8126 -5.6161 -3.8943 -1.504 -0.411 1.299 -0.168
C 1.3827 -5.0571 -3.7316 0.099 -0.144 0.737 -0.481
N 0.4817 -6.2013 -3.3550 2.081 -0.110 -1.051 -0.089
O -0.7913 -5.7200 -3.0555 -0.437 -0.644 0.111 -0.023
C 1.4742 -4.2234 -2.4491 1.752 -0.166 0.250 -0.038
C 0.9362 -4.1364 -4.8891 -1.382 -2.264 0.848 0.010
C -0.2454 -8.5359 -3.4427 -0.607 0.892 -2.392 -0.033
H -1.0517 -7.3471 -5.5046 0.257 0.275 -0.280 0.084
H 0.1887 -8.3623 -6.1296 0.190 -1.070 0.019 0.076
H 0.4196 -6.7257 -6.3027 0.186 0.652 0.207 0.059
H 2.3018 -8.0879 -3.1101 0.524 -0.101 1.355 0.100
H 2.0368 -8.9565 -4.5634 0.642 0.615 -0.413 0.127
H 2.7416 -6.7385 -5.7934 -0.068 0.377 0.175 0.113
H 4.0298 -7.1204 -4.6730 -0.477 -0.032 -0.100 0.121
H 3.4822 -4.8373 -4.1608 0.624 0.848 -0.292 0.094
H 3.0546 -5.9818 -2.8783 0.286 0.483 -0.213 0.111
H 2.4016 -3.5268 -2.5646 -1.941 -0.611 0.374 0.116
H 0.5004 -3.7599 -2.2277 0.681 0.215 0.136 0.070
H 1.7796 -4.9811 -1.6677 -0.609 1.109 -0.479 0.077
H -0.0180 -3.6684 -4.6123 0.277 -0.029 -0.350 0.063
H 1.6648 -3.4150 -5.0204 1.367 1.734 -0.170 0.040
H 0.8643 -4.6950 -5.8134 -0.272 -0.016 -0.294 0.074
H -0.0865 -8.5790 -2.4221 0.386 0.088 2.123 0.061
H 0.0628 -9.4611 -3.8950 -0.356 -0.756 -0.111 0.078
H -1.3039 -8.3025 -3.6700 0.465 -0.487 0.389 0.090
H -1.1639 -5.2918 -3.8311 -0.144 0.112 -0.533 0.089
C 6.7849 -4.2696 0.7160 -1.406 -1.713 -0.246 -0.012
C 5.6315 -4.8127 -0.1887 -0.628 -0.073 -1.289 -0.416
C 5.6033 -6.3677 -0.3901 1.844 0.678 -0.843 -0.151
C 4.9495 -7.1570 0.6950 -0.664 -0.070 1.135 -0.176
C 3.5276 -6.5955 0.9402 0.760 -1.136 0.583 -0.127
C 3.5810 -5.1481 1.3361 0.278 0.871 -0.133 -0.536
N 4.1934 -4.4461 0.1987 1.905 1.050 -0.940 -0.012
O 4.3080 -3.0092 0.5149 2.320 -1.800 0.693 -0.070
C 2.1485 -4.6417 1.3912 -0.296 0.336 1.519 -0.024
C 4.3791 -4.8635 2.6118 -0.754 1.263 0.713 -0.011
C 5.8757 -4.1335 -1.6042 -1.519 0.657 0.651 -0.034
H 7.5792 -3.9583 0.0895 0.855 0.413 -0.406 0.069
H 7.1212 -5.0607 1.3576 0.446 -0.520 0.332 0.073
H 6.4759 -3.5051 1.3714 -0.328 1.135 0.491 0.045
H 5.1512 -6.4863 -1.3684 -0.610 -0.365 -0.063 0.096
H 6.6410 -6.7752 -0.5632 -0.681 0.714 0.304 0.139
H 5.5872 -7.0952 1.6132 -0.642 -0.152 -0.562 0.117
H 4.8709 -8.2122 0.4303 0.157 -0.015 -0.062 0.112
H 2.9245 -7.1783 1.6775 0.640 0.388 -0.342 0.139
H 2.9891 -6.6459 0.0067 -0.310 -0.097 -0.486 0.109
H 1.5972 -4.6316 0.4375 0.512 0.053 0.287 0.087
H 1.6122 -5.2937 2.0945 -0.091 0.133 -0.203 0.085
H 2.1521 -3.6532 1.8867 -0.232 -0.296 -0.466 0.063
H 3.8139 -5.0378 3.5427 0.253 -0.308 -0.369 0.093
H 5.3495 -5.2911 2.6362 0.545 -1.270 0.121 0.051
H 4.6991 -3.8102 2.6635 -0.807 -0.026 -0.167 0.075
H 5.2196 -4.4899 -2.4530 0.449 0.214 1.170 0.076
H 6.9057 -4.2503 -1.9103 0.292 -0.003 -0.018 0.070
H 5.6451 -3.0412 -1.4098 0.450 -1.084 -0.611 0.082
H 3.4867 -2.6450 0.3328 -2.629 0.903 -0.793 0.022
C -3.1304 4.4562 4.6288 -0.974 1.312 -1.185 -0.041
C -4.3948 3.5245 4.8347 0.795 0.833 0.637 -0.487
C -5.4441 4.3490 5.6857 0.099 -2.489 -1.671 -0.106
C -6.8001 3.6094 5.6870 0.138 0.186 -1.788 -0.142
C -7.2328 3.3085 4.2135 -0.739 1.094 0.284 -0.144
C -6.2887 2.4584 3.4395 2.389 0.938 -0.760 -0.552
N -4.9691 3.1944 3.5256 -0.663 0.194 -0.737 -0.067
O -4.0526 2.4070 2.7496 0.189 0.910 0.308 -0.086
C -6.1027 1.0559 3.9111 0.236 -0.346 0.656 -0.030
C -6.7306 2.4387 1.9592 -0.240 2.090 0.412 -0.016
C -3.8526 2.3217 5.6257 -1.807 -0.171 0.267 -0.034
H -3.5036 5.3628 4.0584 0.472 -0.687 0.774 0.091
H -2.4003 4.0207 3.9456 0.025 -0.395 0.155 0.058
H -2.5587 4.8011 5.5353 -1.017 -0.531 -0.617 0.098
H -4.9909 4.2914 6.6402 0.198 0.680 1.271 0.100
H -5.5364 5.3459 5.2810 -0.023 0.323 0.082 0.112
H -7.5466 4.2526 6.1336 -0.286 -0.123 0.342 0.102
H -6.7745 2.6309 6.1641 0.157 0.217 0.532 0.098
H -7.3853 4.2607 3.6180 0.096 -0.883 0.792 0.139
H -8.1500 2.7286 4.1646 -0.612 0.297 0.406 0.116
H -6.9876 0.4906 3.6761 -0.386 -0.507 0.195 0.092
H -5.2550 0.6230 3.3918 0.005 -0.202 -0.245 0.070
H -5.8392 1.0305 4.9700 -0.474 -0.293 -0.053 0.066
H -7.8031 2.1809 1.9910 0.466 -0.424 -0.511 0.092
H -6.7235 3.5340 1.6542 0.128 -1.251 -0.036 0.090
H -6.0942 1.8577 1.2713 -0.554 0.087 0.518 0.061
H -3.5838 1.5499 4.9237 0.199 -0.428 -0.060 0.062
H -4.6001 1.9275 6.3790 1.001 0.335 -0.716 0.099
H -2.9745 2.6951 6.0845 0.827 -0.193 0.975 0.057
H -3.7846 3.0715 2.1028 0.211 -0.305 -0.143 0.096
C -3.8632 -4.7245 6.5539 -1.212 -0.534 0.503 -0.038
C -3.9576 -4.4134 5.0902 -1.722 0.430 -2.930 -0.494
C -4.5399 -2.9690 4.7337 2.019 -0.744 1.642 -0.072
C -3.4329 -1.8973 4.8660 -0.704 -1.044 -0.950 -0.147
C -2.2433 -2.2313 3.9967 0.295 0.673 -0.544 -0.146
C -1.7076 -3.5807 4.3247 0.960 -0.919 0.215 -0.523
N -2.7728 -4.6062 4.2362 0.792 0.322 0.603 -0.062
O -2.1555 -5.8690 4.6282 -0.819 -0.032 -1.082 -0.055
C -0.6387 -3.9855 3.3222 -0.230 1.190 -0.463 -0.030
C -1.0690 -3.5440 5.7273 -1.179 0.155 0.598 -0.017
C -4.9522 -5.4119 4.4291 -0.290 -1.629 1.292 -0.046
H -3.4098 -3.9904 7.1711 0.626 0.833 0.367 0.062
H -3.3558 -5.6706 6.7154 0.064 -0.079 -0.039 0.085
H -4.8998 -4.8339 6.9450 0.565 -0.013 -0.247 0.101
H -4.9997 -2.8844 3.7743 -0.259 -0.442 -0.823 0.093
H -5.2875 -2.8485 5.4964 -0.598 0.503 0.248 0.110
H -3.1146 -1.8871 5.8755 0.106 0.457 1.098 0.084
H -3.8410 -0.9608 4.5851 -0.357 1.150 -0.023 0.079
H -1.3679 -1.5825 4.1802 -0.516 0.238 0.070 0.107
H -2.4336 -2.1126 2.9161 -0.311 -0.249 0.267 0.117
H 0.1279 -3.1978 3.1858 -0.292 -0.336 0.484 0.075
H -0.2048 -4.8640 3.7453 0.571 -0.807 -0.477 0.069
H -1.1014 -4.0875 2.3273 0.194 -0.567 0.305 0.086
H -0.0491 -3.2146 5.7675 0.529 0.218 -0.574 0.036
H -1.6515 -2.7837 6.3115 0.587 -1.122 0.096 0.083
H -1.1055 -4.5647 6.1415 -0.083 0.584 0.246 0.100
H -4.5710 -6.4673 4.5955 -0.417 1.057 -0.249 0.095
H -5.0715 -5.2577 3.3701 0.253 0.233 -0.430 0.055
H -5.9763 -5.4346 4.8571 0.567 0.360 0.071 0.090
H -2.5402 -6.4318 3.9258 0.615 0.136 0.626 0.112
C 5.1641 0.8561 -8.3972 -1.615 0.149 0.138 -0.036
C 4.5047 0.0880 -7.2211 0.462 -0.634 -1.100 -0.517
C 4.5645 -1.4015 -7.5881 -0.168 0.850 2.139 -0.139
C 4.1046 -2.1941 -6.3758 -1.144 -1.384 0.857 -0.170
C 4.8644 -1.9559 -5.0417 0.007 1.310 -0.651 -0.098
C 5.0799 -0.3998 -4.7913 1.070 -2.230 1.016 -0.536
N 5.3751 0.2683 -6.0244 -0.294 0.501 -1.579 -0.073
O 5.4316 1.6780 -5.7782 -0.028 0.514 0.316 -0.046
C 3.9617 0.0929 -3.9297 -1.048 1.079 -0.320 -0.040
C 6.3882 -0.3060 -3.9799 -0.702 0.801 0.124 -0.039
C 3.0422 0.5413 -7.1752 1.922 1.412 -0.103 -0.013
H 4.9560 1.9115 -8.1720 0.158 -0.124 -0.713 0.075
H 4.7036 0.5128 -9.3821 0.604 0.619 1.256 0.111
H 6.2210 0.7167 -8.3977 0.814 -0.234 -0.106 0.070
H 3.9374 -1.6140 -8.4146 -0.786 -0.064 -0.868 0.108
H 5.5589 -1.5444 -7.9063 1.394 -0.832 -0.103 0.105
H 4.1574 -3.2744 -6.5236 0.115 -0.145 -0.432 0.099
H 2.9777 -2.0531 -6.2769 1.368 0.187 0.204 0.110
H 5.8228 -2.5027 -5.0099 -0.130 0.387 -0.516 0.116
H 4.3493 -2.3429 -4.1499 -0.300 0.087 -0.382 0.097
H 4.1912 -0.2446 -2.9335 -0.259 -0.199 0.571 0.067
H 3.9451 1.2081 -3.9034 -0.188 -0.773 -0.070 0.085
H 2.9871 -0.3234 -4.2454 0.241 0.425 0.235 0.089
H 6.4814 0.6879 -3.4814 0.234 -0.768 -0.285 0.099
H 6.4739 -1.1150 -3.2865 -0.349 -0.299 1.042 0.058
H 7.1633 -0.5350 -4.6656 1.105 0.405 -0.718 0.075
H 2.4404 -0.0744 -6.5698 -0.829 -0.428 0.980 0.047
H 2.7281 0.4189 -8.2150 -0.398 0.615 0.192 0.091
H 3.1460 1.5944 -6.8067 -1.024 -0.710 -0.508 0.087
H 6.2969 1.8881 -5.3798 -0.352 -0.537 -0.457 0.110
C 2.6916 0.6155 7.3749 -2.361 -0.226 -0.256 -0.008
C 1.9567 -0.2681 6.2927 -0.825 0.788 0.292 -0.480
C 2.7515 -0.1004 4.9896 -0.328 1.791 -1.539 -0.151
C 4.0832 -0.8402 4.9408 -0.888 -0.188 1.059 -0.160
C 3.7474 -2.3130 5.1659 -1.226 -0.854 0.052 -0.122
C 2.9590 -2.6231 6.4731 -1.374 0.514 -0.652 -0.517
N 1.7528 -1.7220 6.4836 0.249 -0.147 1.838 -0.029
O 1.0618 -1.9603 7.8211 1.183 0.812 -1.478 -0.044
C 2.3399 -4.0030 6.4873 0.733 -1.701 -0.369 -0.051
C 3.8719 -2.5222 7.6634 0.484 0.504 0.820 -0.031
C 0.5087 0.2662 6.0930 -0.068 -2.721 -0.886 -0.023
H 3.7070 0.3259 7.4145 1.067 0.073 0.393 0.033
H 2.1772 0.5579 8.3668 0.606 -0.111 -0.774 0.100
H 2.5893 1.6514 6.9935 0.258 -0.468 0.355 0.087
H 2.1587 -0.3945 4.0702 0.274 0.099 1.051 0.125
H 2.9253 1.0281 4.8567 -0.275 -1.468 0.168 0.121
H 4.7595 -0.4043 5.7109 -0.153 -0.558 -0.602 0.127
H 4.5126 -0.7419 3.9557 0.421 0.041 -0.173 0.085
H 4.6221 -2.9157 5.2762 0.851 -0.459 -0.305 0.104
H 3.1477 -2.7460 4.3095 0.626 0.717 0.684 0.122
H 1.5793 -4.1854 7.2494 0.605 0.365 0.435 0.085
H 1.8059 -4.3241 5.6047 0.075 0.426 -0.846 0.062
H 3.1644 -4.7332 6.5905 -0.399 0.064 0.203 0.096
H 4.7188 -3.2595 7.6389 -0.601 0.950 -0.266 0.110
H 4.1710 -1.4710 7.7920 0.587 -0.644 -0.028 0.069
H 3.3126 -2.7479 8.5581 -0.268 -0.170 0.348 0.080
H 0.3616 1.2427 5.7692 0.363 1.934 -0.721 0.055
H -0.1619 0.1343 6.9107 0.036 -0.038 1.312 0.067
H 0.0176 -0.4187 5.3578 0.523 0.593 0.033 0.077
H 0.1641 -2.1761 7.5511 -0.078 -0.051 -0.174 0.055
C -5.5176 5.6917 -2.2761 -1.423 1.651 -1.184 -0.032
C -5.3597 6.8516 -1.2338 0.323 -1.736 0.169 -0.517
C -3.9944 6.6288 -0.4780 -1.585 0.097 0.505 -0.144
C -3.0784 7.8096 -0.5754 0.862 0.139 0.065 -0.178
C -3.0539 8.1776 -2.0758 -0.082 1.777 0.968 -0.108
C -4.4080 8.8444 -2.5219 0.494 -1.405 -0.160 -0.484
N -5.4259 8.2294 -1.6316 -0.064 1.614 -0.990 -0.092
O -6.6664 8.5825 -2.2552 -1.064 -0.302 0.234 -0.050
C -4.4505 10.3393 -2.3324 -0.669 -0.365 0.715 -0.033
C -4.6372 8.5441 -4.0394 0.018 -0.491 -0.151 -0.029
C -6.5208 6.6788 -0.2804 -0.031 1.357 1.262 -0.051
H -6.4790 5.9184 -2.7927 0.326 -0.503 0.312 0.093
H -5.5675 4.6912 -1.8559 0.056 0.094 0.352 0.080
H -4.8166 5.7021 -3.0998 0.656 -0.027 0.092 0.045
H -4.2214 6.4520 0.5785 0.055 -0.337 -0.075 0.110
H -3.5973 5.7321 -0.9320 0.618 -0.213 0.163 0.097
H -2.0700 7.5043 -0.1663 -0.855 0.491 -0.612 0.125
H -3.4669 8.6197 0.0814 0.351 -0.297 -0.615 0.121
H -2.9224 7.2674 -2.6146 0.196 -0.723 -0.605 0.093
H -2.2051 8.8410 -2.3030 -0.324 -0.106 -0.123 0.122
H -4.1434 10.6751 -1.3556 0.158 -0.078 0.510 0.082
H -3.7861 10.7173 -3.0392 1.240 1.058 -1.211 0.060
H -5.4311 10.7635 -2.5366 -0.111 -0.214 -0.045 0.086
H -4.7477 7.4695 -4.1922 -0.051 -0.038 0.095 0.057
H -5.5615 8.9887 -4.4180 0.191 0.140 0.169 0.079
H -3.8079 8.8224 -4.7264 -0.282 0.226 0.800 0.095
H -7.5019 6.8727 -0.7391 0.356 -0.538 0.031 0.083
H -6.3991 7.4537 0.5247 -0.151 -0.669 -0.486 0.109
H -6.4507 5.7126 0.1856 -0.342 -0.511 0.176 0.064
H -7.3407 8.8070 -1.5723 1.191 -0.198 -0.343 0.116
C -6.2845 -1.9902 -2.0086 -0.876 -0.560 -0.686 -0.046
C -5.5397 -1.7399 -0.7198 -0.175 1.900 0.436 -0.482
C -6.2557 -2.3101 0.5512 1.716 0.117 -1.119 -0.128
C -6.0695 -3.8232 0.5976 1.690 1.438 -1.928 -0.143
C -4.5144 -4.1224 0.4243 -2.052 0.014 -0.070 -0.100
C -3.7903 -3.5171 -0.7920 -0.987 -1.731 -0.681 -0.518
N -4.0882 -2.1119 -0.8040 -0.542 0.590 0.662 -0.048
O -3.5375 -1.5321 -1.9863 -2.172 -1.757 -0.491 -0.066
C -2.3033 -3.7905 -0.6133 0.790 1.369 -0.902 -0.029
C -4.1855 -4.3089 -2.0861 -1.109 -1.099 1.953 -0.009
C -5.5911 -0.1689 -0.5506 0.190 -1.025 -1.654 -0.040
H -5.6229 -1.8300 -2.8743 -0.286 -0.048 0.309 0.091
H -7.1124 -1.2567 -2.0718 0.285 -0.517 -0.106 0.092
H -6.7124 -3.0096 -2.0777 0.143 0.563 -0.049 0.075
H -5.6888 -1.8475 1.3860 -0.778 -0.095 -0.025 0.115
H -7.3074 -1.9940 0.4655 0.379 -0.051 0.448 0.128
H -6.5236 -4.1890 -0.3164 -0.621 -0.590 0.200 0.089
H -6.5342 -4.1582 1.4931 -0.078 -1.041 0.632 0.089
H -4.4200 -5.1918 0.3134 0.351 -0.443 0.426 0.116
H -4.0692 -3.7492 1.3155 0.843 -0.008 0.896 0.086
H -2.0368 -4.8620 -0.7202 -0.158 0.723 0.479 0.100
H -1.7538 -3.2464 -1.4462 -0.477 -0.716 0.774 0.094
H -2.0106 -3.3033 0.3305 0.266 -0.584 -0.017 0.064
H -3.7847 -5.3324 -1.9628 0.136 0.531 -0.437 0.092
H -5.2624 -4.4671 -2.1787 -0.023 0.153 0.163 0.063
H -3.8976 -3.8382 -2.9746 0.911 0.638 -1.275 0.058
H -5.1861 0.2378 -1.5453 -0.406 0.011 1.812 0.108
H -5.0874 0.0978 0.3594 0.885 0.440 0.113 0.048
H -6.6250 0.1580 -0.3977 0.033 -0.150 -0.347 0.076
H -2.9263 -0.9427 -1.6256 1.862 1.863 0.814 0.007
C -2.1851 0.4112 1.4506 0.163 -0.747 -0.958 0.003
C -1.3712 1.2478 0.4376 -0.234 -1.097 1.273 -0.485
C -0.5097 2.2796 1.1487 0.752 -0.899 0.009 -0.105
C 0.6494 1.7054 1.9798 0.185 0.424 -1.470 -0.154
C 1.5280 0.9291 1.0006 0.184 -1.232 0.553 -0.116
C 0.7361 -0.1997 0.2807 1.409 -0.437 -0.838 -0.447
N -0.4915 0.3323 -0.2651 0.454 0.037 -0.925 -0.077
O -1.2227 -0.6574 -0.9507 -0.373 -0.984 -0.398 -0.089
C 1.5792 -0.7713 -0.9498 0.234 2.041 -0.206 0.006
C 0.5746 -1.3503 1.2722 -0.933 0.594 1.461 -0.035
C -2.2170 1.9558 -0.6081 -0.863 0.689 1.073 -0.002
H -1.6156 0.0372 2.2839 0.611 0.014 0.159 0.052
H -2.5650 -0.4768 0.9144 -0.143 0.348 0.310 0.080
H -2.9986 0.8965 1.9112 -1.037 0.738 0.139 0.040
H -0.0400 2.9160 0.4015 -0.189 0.417 -0.081 0.119
H -1.1932 2.8052 1.7676 -0.503 0.993 0.567 0.100
H 0.3322 1.1100 2.8124 -0.245 -0.337 0.534 0.087
H 1.2510 2.5458 2.3070 0.013 0.105 0.449 0.077
H 2.4176 0.4709 1.5169 -0.781 0.301 -0.448 0.123
H 1.9387 1.6078 0.2757 0.118 0.449 -0.487 0.100
H 1.0772 -1.5096 -1.5413 -0.655 -0.410 -0.065 0.043
H 1.9332 0.0120 -1.7393 -0.673 -1.001 1.703 0.103
H 2.4450 -1.2577 -0.5318 0.636 -0.041 0.091 0.047
H 1.5218 -1.6985 1.6318 0.790 -0.081 -0.023 0.055
H 0.0265 -1.0758 2.2094 0.397 0.081 -0.796 0.076
H 0.0653 -2.2187 0.9166 -0.411 -0.641 -0.664 0.060
H -1.5206 2.3096 -1.3406 0.217 0.683 -0.544 0.076
H -2.8590 2.7777 -0.1657 0.950 -0.612 -0.382 0.107
H -2.9189 1.3223 -1.1095 -0.386 -0.674 -0.172 0.045
H -1.3993 -1.5215 -0.4762 0.606 1.415 0.201 0.080
C 3.5982 4.9935 -6.0790 -1.166 -1.622 -0.953 -0.035
C 2.4948 5.0145 -4.9939 0.211 -0.743 -1.322 -0.486
C 1.9293 3.5962 -4.6674 0.535 -0.851 -1.574 -0.117
C 1.3192 3.4316 -3.3119 2.275 -1.198 1.291 -0.174
C 2.2370 4.0548 -2.2672 -0.310 -0.171 -0.023 -0.146
C 2.5764 5.4793 -2.5662 0.294 1.627 0.318 -0.526
N 3.2617 5.4063 -3.8380 0.415 2.241 -0.519 -0.069
O 3.7674 6.7842 -4.1883 -0.259 -1.092 0.965 -0.039
C 1.3172 6.3829 -2.5177 0.855 0.974 -0.167 -0.009
C 3.6809 5.8425 -1.5416 0.662 -0.136 -1.452 -0.015
C 1.3367 5.8888 -5.5436 -1.089 -0.559 0.920 -0.023
H 3.2363 4.4703 -6.9721 -0.123 -0.125 0.043 0.085
H 4.4603 4.4373 -5.7439 0.293 -0.104 0.268 0.074
H 3.8863 5.9556 -6.4365 0.124 0.798 0.150 0.066
H 1.1546 3.3334 -5.4018 0.228 0.220 -0.121 0.121
H 2.6956 2.7929 -4.8086 -0.154 0.898 0.147 0.105
H 1.3404 2.3561 -3.0343 -0.563 0.513 -0.364 0.102
H 0.3489 3.8236 -3.2683 -1.534 0.393 0.203 0.084
H 3.2342 3.6355 -2.2797 0.115 -1.006 -0.061 0.123
H 1.8650 3.9458 -1.2538 -0.277 0.038 0.228 0.113
H 1.1885 6.5934 -1.4742 -0.406 0.283 0.689 0.072
H 1.3299 7.3814 -3.0653 0.427 -1.420 0.588 0.113
H 0.4716 5.8142 -2.8530 -0.520 -0.055 -0.084 0.046
H 4.6440 5.4446 -1.9514 -0.765 -0.156 0.572 0.105
H 3.8957 6.8816 -1.4189 -0.364 0.891 0.122 0.073
H 3.4409 5.3920 -0.6068 -0.008 -0.194 0.704 0.038
H 0.5314 6.0724 -4.8007 0.571 -0.137 -0.494 0.066
H 0.8266 5.3646 -6.3695 0.482 0.029 0.187 0.090
H 1.6538 6.8377 -5.9129 0.435 0.720 -0.162 0.069
H 4.7148 6.7017 -3.9968 -0.353 -0.004 -0.112 0.097
O 5.9242 -0.6617 0.9526 0.080 -0.927 -0.664 -0.053
H 5.6380 -1.5978 0.8392 0.010 0.627 0.200 0.028
H 5.9274 -0.3178 0.0503 0.026 -0.008 0.079 0.060
O 5.0594 1.3742 2.4373 0.641 0.831 -0.550 -0.057
H 5.6007 0.7474 1.9185 -0.412 0.081 0.298 0.000
H 4.5572 0.8199 3.0154 -0.497 -0.399 0.503 -0.027
C -1.9350 -1.3182 -4.5920 -2.355 1.273 -0.308 -0.037
C -1.4472 0.1508 -4.6563 0.365 -1.432 0.698 -0.398
C -2.5406 1.1261 -4.2416 -0.642 -1.507 -0.369 -0.250
O -1.9844 2.3658 -4.4022 0.465 1.790 -0.239 -0.193
C -2.9368 3.3944 -4.2168 0.466 -0.553 1.453 -0.081
N -0.2341 0.2026 -3.8062 0.146 2.282 -0.361 0.076
H -2.8289 -1.4380 -5.3038 0.886 0.139 1.199 0.102
H -2.2821 -1.4007 -3.5220 0.384 -0.646 -1.481 0.064
H -1.2651 -2.1106 -4.8847 0.670 0.249 0.156 0.034
H -1.1556 0.5309 -5.6050 0.362 -0.260 -1.258 0.121
H -2.7542 0.9922 -3.1873 -0.556 -0.390 0.412 0.097
H -3.5105 1.0190 -4.8644 1.350 -0.070 0.808 0.158
H -3.8933 2.9020 -4.2435 -0.829 0.490 -0.341 0.075
H -2.7572 4.1079 -4.9711 -0.245 0.947 -1.003 0.076
H -2.8649 3.9096 -3.2335 0.212 -0.417 -0.288 0.084
H -0.5510 0.1985 -2.8510 -0.116 -0.638 0.731 0.026
H 0.1159 1.1976 -3.8372 -0.316 -1.353 -0.394 0.055
C 3.2531 4.0645 4.3450 -1.676 -1.648 0.014 -0.057
C 3.6420 4.7757 3.0535 -0.895 -0.708 -1.014 -0.384
C 5.1009 5.0052 3.0652 1.137 -1.112 -1.078 -0.302
O 5.4002 5.8509 4.0996 1.068 0.720 0.930 -0.168
C 6.8070 5.9140 4.2575 -0.221 -0.071 -0.202 -0.095
N 3.2432 4.0338 1.7908 -0.951 0.779 2.403 0.093
H 3.8137 3.1100 4.4956 0.094 0.884 -0.074 0.073
H 2.1905 3.6916 4.3347 0.703 0.508 -0.425 0.078
H 3.2725 4.6798 5.2423 0.580 0.144 -0.147 0.076
H 3.1724 5.7498 3.0203 -0.452 0.220 -0.046 0.139
H 5.5600 5.3638 2.1170 -0.633 0.198 0.074 0.138
H 5.5709 4.0110 3.1933 0.086 0.080 0.198 0.118
H 7.2122 4.8801 4.3051 0.022 0.636 0.308 0.100
H 7.0007 6.5266 5.1253 0.183 -0.217 0.450 0.083
H 7.2775 6.4342 3.4155 -0.048 -0.130 -0.216 0.086
H 3.8775 3.2978 1.6373 0.956 -1.539 0.119 0.029
H 3.4298 4.6497 1.0511 0.058 1.102 -1.147 0.007
```
Positions in Å, forces in eV/Å.

Summary:
HOMO level ... -0.3075 Ha